Here is an isolated molecule of C19H11F3N2O4S in a non-equilibrium geometry from the Open Molecules 2025 dataset. Energies are from ωB97M-V/def2-TZVPD.

XYZ file:
```
40
Properties=species:S:1:pos:R:3:lowdin_charge:R:1
S 3.8501 3.2916 -1.0486 1.11
F -4.8746 -3.8409 -0.6569 0.16
F -6.5994 -2.5743 -0.6435 0.14
F -6.0217 -3.4610 1.1892 0.13
O 2.1009 -1.2353 1.3887 -0.10
O 6.1038 4.9002 -0.8619 0.09
O 6.4547 1.1471 0.8148 0.06
O -1.7710 -0.2792 -1.3835 0.04
N -7.5565 -0.3104 1.9583 0.19
N 6.3072 3.0844 0.0375 0.14
C -0.4797 -0.0603 -1.0365 -0.23
C 4.4109 1.7754 -0.2999 -0.39
C 5.5502 3.7487 -0.7453 -0.65
C -4.4267 0.6462 1.1191 0.04
C 1.5076 -0.4801 0.4001 -0.20
C -5.4987 -2.9075 0.0535 -0.56
C -5.2064 -0.5293 1.0295 -0.17
C 5.6651 1.9845 0.3275 -0.56
C 2.5434 -2.5232 0.9027 -0.07
C 3.6664 0.6648 0.0131 0.05
C -3.1609 0.7421 0.3947 0.05
C -6.4777 -0.4926 1.6716 -0.19
C 1.6981 1.0118 -1.4665 -0.06
C -4.7010 -1.6040 0.2446 -0.03
C 0.1545 -0.7241 0.0332 0.09
C -3.5257 -1.4576 -0.5132 0.09
C 0.3359 0.8317 -1.8171 0.05
C -2.7810 -0.2660 -0.4753 -0.25
C 2.2668 0.4586 -0.3818 -0.15
H 6.9145 4.9916 -0.3674 0.13
H -4.6284 1.4791 1.8376 0.14
H 3.0831 -2.5631 0.0294 0.05
H -0.3405 -1.4746 0.6179 0.13
H 3.2555 -3.0434 1.7044 0.14
H -2.5739 1.5981 0.3571 0.10
H 1.6848 -3.2802 0.8040 0.11
H -0.1337 1.4039 -2.5937 0.11
H 4.1307 -0.0306 0.6570 0.12
H 2.2065 1.5817 -2.1332 0.05
H -3.1331 -2.2039 -1.1615 0.13
```

## Properties
- Lowest unoccupied orbital energy: -0.0338 Ha
- Structure (SMILES): COc1cc(Oc2ccc(C#N)c(C(F)(F)F)c2)ccc1/C=C1\SC(O)=NC1=O
- Gap between HOMO and LUMO: 8.0 eV
- Charge: 0